Entry from the Open Molecules 2025 dataset: a molecular structure, C24H44Cl3N2O4PbSi (ωB97M-V/def2-TZVPD).

XYZ file:
```
79
Properties=species:S:1:pos:R:3:lowdin_charge:R:1
C 0.622 1.753 -3.552 -0.041
C -0.835 1.544 -3.310 -0.226
H 0.830 1.811 -4.626 0.057
H 1.219 0.940 -3.111 0.048
H 0.962 2.689 -3.072 0.093
C -1.757 1.345 -4.264 -0.134
C -1.485 1.246 -5.724 -0.116
H -2.809 1.242 -3.983 0.102
H -0.420 1.118 -5.956 0.057
H -1.862 2.125 -6.265 0.069
H -2.017 0.374 -6.126 0.063
Pb 0.536 -0.095 0.552 0.921
Cl 0.795 2.527 0.859 -0.251
Cl 2.461 -0.638 -1.037 -0.153
H 1.099 -1.184 6.653 0.089
H 3.198 0.580 6.481 0.086
C 1.431 -1.484 5.653 -0.036
C 3.323 0.128 5.489 -0.056
N 2.051 -0.352 4.975 -0.196
H 0.576 -1.813 5.065 0.084
C 1.487 0.167 3.874 -0.315
O 0.480 -0.331 3.325 -0.167
H 3.720 0.883 4.800 0.089
H 1.988 1.071 3.471 0.129
H 2.162 -2.290 5.755 0.087
H 4.032 -0.705 5.571 0.087
H 0.100 -1.468 -2.915 0.075
H -2.613 -1.311 -3.405 0.079
C -0.124 -2.465 -2.507 -0.062
C -2.515 -2.360 -3.093 -0.058
N -1.510 -2.510 -2.059 -0.184
H 0.558 -2.671 -1.677 0.052
C -1.872 -2.457 -0.763 -0.342
O -1.102 -2.376 0.208 -0.128
H -3.478 -2.706 -2.698 0.085
H -2.976 -2.492 -0.641 0.132
H -0.008 -3.201 -3.316 0.084
H -2.234 -2.959 -3.963 0.082
O -0.886 0.237 -1.351 -0.373
C -1.237 1.439 -1.833 -0.490
C -3.698 0.859 -1.404 -0.046
C -2.704 1.817 -1.579 -0.170
H -3.413 -0.192 -1.337 0.090
C -5.043 1.267 -1.358 -0.094
H -0.651 2.219 -1.314 0.060
C -3.018 3.175 -1.571 -0.032
H -5.819 0.505 -1.297 0.089
C -5.364 2.630 -1.392 -0.122
C -4.348 3.585 -1.499 -0.100
H -2.188 3.876 -1.664 0.120
H -6.406 2.944 -1.335 0.084
H -4.585 4.648 -1.540 0.090
Si 5.895 -1.014 -0.414 0.076
Cl 5.309 -0.462 -2.329 0.255
C 5.396 -2.794 -0.123 -0.227
C 5.427 0.347 0.785 -0.224
C 7.789 -1.087 -0.517 -0.241
H 4.325 -2.960 -0.275 0.004
H 5.657 -3.124 0.892 0.027
H 5.942 -3.438 -0.829 0.029
H 8.095 -1.879 -1.208 0.019
H 8.214 -1.307 0.471 0.022
H 8.205 -0.137 -0.872 0.020
H 4.344 0.536 0.794 -0.008
H 5.922 1.288 0.486 0.036
H 5.750 0.119 1.815 0.024
C -3.050 0.622 3.883 -0.157
C -3.968 -0.401 3.183 -0.159
C -3.318 -0.595 1.815 -0.204
O -2.474 0.535 1.526 -0.189
C -2.339 1.332 2.722 -0.200
H -3.614 1.328 4.496 0.100
H -2.316 0.113 4.514 0.097
H -4.966 0.033 3.042 0.105
H -4.070 -1.350 3.717 0.104
H -2.688 -1.496 1.795 0.102
H -4.058 -0.685 1.006 0.105
H -2.801 2.312 2.533 0.120
H -1.262 1.484 2.897 0.073
```

Calculated values
Frontier orbital gap = 6.77 eV
Relative energy (zero: lowest compared OMol25 entry of this formula, charge and spin) = 0.0 kcal per mole
Total charge = -1

***

Entry from the Open Molecules 2025 dataset: 3 unconnected molecules or ions with the total composition C24H44F3N2O5S2Si (ωB97M-V/def2-TZVPD).

XYZ file:
```
81
Properties=species:S:1:pos:R:3:lowdin_charge:R:1
C 0.220 5.169 2.024 -0.105
C -0.384 4.011 0.999 -0.377
C 0.674 3.951 -0.280 -0.118
C -0.579 2.540 1.698 -0.171
C -1.846 1.662 1.090 -0.123
C -1.848 1.622 -0.586 -0.078
N -2.452 2.805 -1.192 0.120
N -2.364 2.704 -2.525 -0.183
Si -3.068 4.175 -3.378 0.526
C -3.971 5.327 -2.104 -0.215
C -4.397 3.529 -4.613 -0.212
C -1.637 5.193 -4.241 -0.211
C -1.807 1.678 -3.392 0.013
C -1.165 0.305 -2.845 0.109
C -1.200 0.312 -1.218 -0.011
C -0.588 -0.918 -0.328 -0.089
C -0.296 -2.297 -1.229 -0.168
O 1.122 -2.339 -1.622 -0.198
C 1.308 -2.810 -3.003 -0.066
C 2.759 -2.166 -3.524 -0.176
F 3.557 -3.123 -4.327 0.030
F 2.532 -0.860 -4.231 -0.004
F 3.512 -1.818 -2.276 -0.003
H -0.503 6.112 1.980 0.089
H 0.305 4.816 3.137 0.083
H 1.258 5.559 1.599 0.081
H -1.448 4.419 0.663 0.116
H 0.619 2.918 -0.838 0.058
H 1.794 4.053 0.115 0.095
H 0.439 4.791 -1.094 0.083
H 0.432 1.939 1.746 0.124
H -0.871 2.754 2.835 0.127
H -1.952 0.600 1.569 0.088
H -2.824 2.262 1.421 0.140
H -4.971 4.764 -1.784 0.065
H -4.194 6.409 -2.541 0.076
H -3.313 5.409 -1.140 0.032
H -4.816 4.406 -5.266 0.071
H -5.237 2.983 -3.972 0.069
H -3.871 2.672 -5.252 0.044
H -1.133 4.556 -5.115 0.056
H -0.758 5.419 -3.478 0.045
H -2.002 6.253 -4.628 0.070
H -1.817 1.839 -4.565 0.140
H -0.749 -0.535 -3.538 0.106
H 0.465 -0.597 0.086 0.149
H -1.266 -1.267 0.565 0.119
H -0.458 -3.202 -0.467 0.153
H -1.056 -2.437 -2.109 0.132
H 1.346 -3.974 -3.130 0.163
H 0.487 -2.400 -3.756 0.135
C 5.916 -4.982 0.145 -0.221
C 5.449 -3.529 0.066 -0.213
C 3.922 -3.537 0.068 -0.244
S 3.432 -5.009 0.955 0.665
O 2.763 -5.902 0.032 -0.326
O 2.848 -4.628 2.226 -0.341
C 5.079 -5.624 1.242 -0.233
H 6.986 -5.053 0.362 0.121
H 5.730 -5.483 -0.812 0.124
H 5.817 -2.979 0.940 0.122
H 5.840 -3.027 -0.825 0.117
H 3.516 -2.657 0.573 0.107
H 3.520 -3.604 -0.946 0.076
H 5.083 -6.715 1.202 0.113
H 5.397 -5.282 2.231 0.112
C -1.251 -2.919 3.770 -0.230
C -0.526 -2.762 5.105 -0.211
C -0.852 -1.370 5.643 -0.222
S -2.455 -0.941 4.981 0.674
O -2.296 0.182 4.080 -0.344
O -3.429 -0.943 6.053 -0.315
C -2.668 -2.419 4.009 -0.236
H -1.245 -3.957 3.423 0.122
H -0.760 -2.304 3.007 0.104
H -0.886 -3.523 5.808 0.125
H 0.555 -2.901 4.997 0.121
H -0.895 -1.360 6.735 0.110
H -0.130 -0.626 5.293 0.107
H -3.203 -2.185 3.087 0.104
H -3.242 -3.133 4.607 0.115
```

Calculated values
Frontier orbital gap = 7.47 eV
Total charge = +1

***

Entry from the Open Molecules 2025 dataset: a molecular structure, C24H44O2PdSSb (ωB97M-V/def2-TZVPD).

XYZ file:
```
73
Properties=species:S:1:pos:R:3:lowdin_charge:R:1
Pd -0.521 -1.671 0.073 0.942
C -1.702 -2.717 3.160 -0.004
C -0.655 -2.884 2.101 -0.285
C -0.743 -3.897 1.146 -0.011
C 0.245 -4.043 0.158 -0.272
C 0.074 -5.055 -0.929 -0.004
C 1.431 -3.270 0.239 -0.011
C 1.620 -2.326 1.242 -0.269
C 2.952 -1.678 1.465 -0.015
C 0.496 -2.029 2.062 -0.066
H -2.698 -2.601 2.729 0.099
H -1.491 -1.873 3.812 0.079
H -1.726 -3.616 3.779 0.116
H -1.612 -4.545 1.133 0.155
H -0.863 -4.888 -1.464 0.098
H 0.022 -6.054 -0.491 0.116
H 0.900 -5.034 -1.636 0.094
H 2.225 -3.468 -0.471 0.145
H 3.418 -1.370 0.529 0.095
H 3.623 -2.404 1.927 0.117
H 2.883 -0.828 2.143 0.078
H 0.598 -1.280 2.838 0.117
O -1.103 -1.920 -1.889 -0.635
S -1.000 -0.933 -3.092 1.014
C 0.177 -1.703 -4.235 -0.296
C -0.633 -2.621 -5.144 -0.204
C -1.914 -1.849 -5.451 -0.202
C -2.447 -1.365 -4.104 -0.283
H 0.932 -2.188 -3.617 0.098
H 0.641 -0.883 -4.788 0.107
H -0.857 -3.559 -4.635 0.124
H -0.069 -2.856 -6.045 0.134
H -2.664 -2.461 -5.949 0.136
H -1.701 -1.001 -6.104 0.128
H -2.916 -2.172 -3.536 0.109
H -3.121 -0.513 -4.158 0.100
C -2.975 -0.148 0.040 -0.017
C -1.510 -0.011 0.272 -0.349
O -1.123 1.184 0.457 -0.221
H -3.531 0.590 0.622 0.113
H -3.331 -1.159 0.231 0.091
H -3.151 0.070 -1.020 0.103
C 0.785 3.215 3.972 -0.109
C 0.443 1.918 3.235 -0.488
C -0.886 1.317 3.677 -0.108
Sb 0.410 2.378 1.138 1.878
C 2.092 1.752 -0.002 -0.501
C 1.950 2.128 -1.470 -0.104
C 3.322 2.381 0.668 -0.105
C -0.462 4.257 0.619 -0.477
C 0.623 5.328 0.747 -0.100
C -1.111 4.200 -0.758 -0.102
H 0.810 3.001 5.042 0.108
H 0.031 3.988 3.817 0.089
H 1.765 3.611 3.702 0.085
H 1.261 1.201 3.338 0.088
H -1.697 2.044 3.608 0.100
H -0.797 1.032 4.727 0.110
H -1.168 0.427 3.111 0.042
H 2.119 0.668 0.127 0.065
H 1.941 3.211 -1.605 0.083
H 1.050 1.714 -1.929 0.068
H 2.815 1.744 -2.012 0.103
H 3.307 3.470 0.598 0.086
H 4.218 2.041 0.149 0.106
H 3.428 2.103 1.718 0.078
H -1.221 4.380 1.396 0.107
H 1.390 5.222 -0.022 0.083
H 1.102 5.348 1.727 0.077
H 0.151 6.301 0.600 0.110
H -0.374 4.067 -1.552 0.080
H -1.604 5.158 -0.929 0.109
H -1.870 3.423 -0.834 0.073
```

Calculated values
Frontier orbital gap = 8.08 eV
Relative energy (zero: lowest compared OMol25 entry of this formula, charge and spin) = 0.0 kcal per mole
Total charge = +3

***

Entry from the Open Molecules 2025 dataset: a molecular structure, C24H45AsO3PdSSb (ωB97M-V/def2-TZVPD).

XYZ file:
```
76
Properties=species:S:1:pos:R:3:lowdin_charge:R:1
Pd 0.336 -0.933 -0.718 0.384
C 2.753 5.718 -0.729 -0.069
O 3.523 5.054 0.257 -0.057
C 3.228 3.775 0.539 -0.283
C 4.036 3.173 1.525 -0.002
C 3.823 1.868 1.855 -0.030
C 2.794 1.096 1.276 -0.130
C 2.675 -0.318 1.582 -0.410
C 3.852 -1.024 2.220 -0.007
O 1.664 -0.978 1.326 -0.073
C 1.940 1.713 0.299 -0.357
O 0.960 1.128 -0.314 -0.222
C 2.221 3.055 -0.065 0.046
H 3.160 6.723 -0.800 0.097
H 1.700 5.776 -0.442 0.098
H 2.841 5.224 -1.699 0.095
H 4.812 3.763 1.993 0.121
H 4.454 1.420 2.612 0.114
H 4.797 -0.725 1.769 0.086
H 3.716 -2.099 2.121 0.087
H 3.894 -0.784 3.284 0.096
H 1.577 3.503 -0.811 0.108
C 1.488 0.618 -3.496 -0.232
As 2.294 -1.079 -3.012 0.717
C 3.812 -0.742 -1.863 -0.214
C 3.067 -1.752 -4.656 -0.243
S 0.977 -2.575 -2.277 0.161
H 2.262 1.283 -3.876 0.050
H 1.025 1.058 -2.614 -0.001
H 0.745 0.438 -4.272 0.046
H 4.568 -0.183 -2.413 0.051
H 4.220 -1.700 -1.545 0.052
H 3.497 -0.169 -0.991 0.015
H 3.805 -1.043 -5.029 0.046
H 2.283 -1.891 -5.397 0.044
H 3.545 -2.710 -4.463 0.044
C -1.272 0.604 3.079 -0.102
C -2.273 0.792 1.944 -0.666
C -3.709 0.706 2.435 -0.094
C -2.004 2.086 1.183 -0.107
Sb -1.889 -0.864 0.502 1.711
C -2.007 -2.881 1.503 -0.667
C -3.205 -2.948 2.432 -0.104
C -0.684 -2.994 2.254 -0.122
C -2.084 -3.934 0.406 -0.115
C -3.147 -0.580 -1.357 -0.670
C -4.561 -0.148 -1.003 -0.107
C -2.422 0.498 -2.158 -0.125
C -3.144 -1.895 -2.126 -0.120
H -1.315 1.475 3.739 0.099
H -0.249 0.516 2.706 0.072
H -1.507 -0.278 3.677 0.071
H -3.885 1.524 3.141 0.103
H -3.908 -0.230 2.958 0.066
H -4.429 0.810 1.623 0.064
H -2.001 2.919 1.892 0.099
H -2.782 2.282 0.442 0.071
H -1.031 2.066 0.686 0.059
H -3.112 -2.250 3.266 0.068
H -3.271 -3.956 2.853 0.099
H -4.142 -2.749 1.909 0.083
H -0.614 -2.274 3.070 0.072
H 0.167 -2.844 1.590 0.050
H -0.607 -3.997 2.683 0.100
H -3.061 -3.954 -0.073 0.071
H -1.915 -4.917 0.857 0.099
H -1.311 -3.784 -0.350 0.053
H -4.576 0.836 -0.532 0.066
H -5.048 -0.865 -0.340 0.083
H -5.157 -0.087 -1.918 0.098
H -2.373 1.451 -1.629 0.071
H -2.955 0.658 -3.101 0.099
H -1.406 0.181 -2.399 0.035
H -3.758 -2.651 -1.636 0.072
H -2.133 -2.281 -2.256 0.039
H -3.562 -1.725 -3.123 0.098
```

Calculated values
Frontier orbital gap (spin up / spin down) = 5.32 / 5.72 eV
Relative energy (zero: lowest compared OMol25 entry of this formula, charge and spin) = 41.5 kcal per mole
Total charge = +1

***

Entry from the Open Molecules 2025 dataset: a molecular structure, C24H45AsO3PdSSb (ωB97M-V/def2-TZVPD).

XYZ file:
```
76
Properties=species:S:1:pos:R:3:lowdin_charge:R:1
Pd -0.029 0.859 -0.258 0.478
C 3.493 -4.876 -0.556 -0.065
O 2.162 -5.304 -0.300 -0.055
C 1.246 -4.365 -0.002 -0.272
C -0.057 -4.848 0.226 0.006
C -1.046 -3.958 0.524 -0.018
C -0.815 -2.566 0.593 -0.105
C -1.914 -1.659 0.824 -0.356
C -3.207 -2.183 1.407 0.004
O -1.866 -0.453 0.538 -0.120
C 0.507 -2.086 0.403 -0.327
O 0.870 -0.845 0.586 -0.221
C 1.519 -3.017 0.085 0.054
H 4.060 -5.772 -0.783 0.097
H 3.924 -4.388 0.320 0.096
H 3.527 -4.198 -1.410 0.094
H -0.243 -5.911 0.160 0.124
H -2.048 -4.337 0.680 0.114
H -3.027 -2.904 2.203 0.094
H -3.786 -2.679 0.623 0.104
H -3.795 -1.352 1.788 0.068
H 2.517 -2.626 -0.054 0.098
C 3.859 3.000 -1.290 -0.247
As 3.215 1.222 -0.967 0.731
C 3.150 1.001 0.943 -0.234
C 4.624 0.073 -1.578 -0.241
S 1.462 0.884 -2.131 0.199
H 4.862 3.103 -0.875 0.049
H 3.191 3.728 -0.836 0.027
H 3.882 3.151 -2.366 0.044
H 3.835 1.727 1.381 0.051
H 3.450 -0.013 1.183 0.044
H 2.145 1.154 1.304 -0.017
H 5.560 0.335 -1.089 0.050
H 4.715 0.191 -2.654 0.045
H 4.355 -0.956 -1.347 0.032
C -4.536 1.383 0.631 -0.110
C -3.692 2.250 1.564 -0.666
C -4.393 3.581 1.836 -0.092
C -3.391 1.522 2.874 -0.111
Sb -1.761 2.593 0.585 1.668
C -2.199 3.492 -1.402 -0.681
C -3.401 4.428 -1.348 -0.110
C -2.499 2.299 -2.307 -0.125
C -0.968 4.245 -1.891 -0.125
C -0.494 3.860 1.868 -0.695
C -1.227 5.056 2.462 -0.101
C -0.010 2.916 2.969 -0.122
C 0.684 4.312 1.014 -0.134
H -5.430 1.057 1.178 0.099
H -4.002 0.495 0.292 0.054
H -4.877 1.944 -0.240 0.067
H -5.348 3.365 2.329 0.102
H -4.615 4.131 0.925 0.057
H -3.826 4.229 2.500 0.058
H -4.334 1.174 3.312 0.097
H -2.920 2.186 3.602 0.068
H -2.747 0.653 2.726 0.065
H -4.325 3.901 -1.115 0.062
H -3.531 4.886 -2.336 0.099
H -3.267 5.239 -0.628 0.080
H -3.374 1.738 -1.976 0.070
H -1.664 1.604 -2.375 0.039
H -2.698 2.668 -3.320 0.099
H -0.848 5.198 -1.372 0.074
H -1.095 4.464 -2.958 0.098
H -0.048 3.665 -1.791 0.038
H -2.020 4.746 3.141 0.062
H -1.660 5.703 1.694 0.084
H -0.522 5.659 3.046 0.096
H -0.809 2.651 3.663 0.068
H 0.781 3.410 3.546 0.097
H 0.402 1.988 2.569 0.050
H 0.396 5.052 0.269 0.064
H 1.151 3.472 0.498 0.030
H 1.440 4.769 1.665 0.098
```

Calculated values
Frontier orbital gap (spin up / spin down) = 8.41 / 5.75 eV
Relative energy (zero: lowest compared OMol25 entry of this formula, charge and spin) = 0.0 kcal per mole
2S+1 = 3
Total charge = +1

***

Entry from the Open Molecules 2025 dataset: 5 unconnected molecules or ions with the total composition C24H45Cl8F2N2O2 (ωB97M-V/def2-TZVPD).

XYZ file:
```
83
Properties=species:S:1:pos:R:3:lowdin_charge:R:1
C -2.204 3.592 -2.718 -0.125
C -2.102 3.558 -1.162 -0.244
C -2.684 2.265 -0.564 -0.214
C -3.212 2.379 0.890 -0.202
C -2.487 3.395 1.783 -0.196
C -1.068 2.864 2.131 -0.212
C 0.019 3.940 2.111 -0.182
C 1.450 3.454 2.527 -0.184
C 1.527 1.985 2.947 -0.214
C 3.001 1.493 3.093 -0.185
C 3.322 0.356 2.110 -0.201
C 2.380 -0.859 2.206 -0.180
C 2.174 -1.445 0.788 -0.206
C 1.198 -0.574 -0.011 -0.151
C 1.221 -0.966 -1.492 -0.194
C -0.155 -1.231 -2.143 -0.041
N -0.174 -0.562 -3.505 0.097
C 1.101 0.228 -3.769 0.001
C 1.919 0.030 -2.475 -0.185
N 2.554 1.202 -1.884 0.117
C 1.644 2.226 -1.655 -0.493
O 0.466 2.083 -1.671 0.174
F 2.183 3.382 -1.331 0.200
C 3.762 1.598 -2.517 -0.473
O 3.935 2.521 -3.223 0.240
F 4.732 0.738 -2.244 0.172
H -2.593 2.662 -3.122 0.021
H -1.213 3.841 -3.102 0.064
H -2.854 4.411 -3.014 -0.003
H -1.057 3.637 -0.869 0.068
H -2.626 4.435 -0.783 0.104
H -1.869 1.528 -0.560 0.073
H -3.440 1.849 -1.233 0.100
H -4.293 2.535 0.853 0.107
H -3.066 1.399 1.358 0.105
H -3.054 3.450 2.715 0.109
H -2.458 4.401 1.370 0.098
H -0.818 2.103 1.384 0.088
H -1.130 2.352 3.092 0.113
H 0.083 4.320 1.087 0.094
H -0.262 4.802 2.719 0.110
H 1.816 4.117 3.311 0.111
H 2.107 3.588 1.660 0.096
H 1.059 1.347 2.201 0.069
H 1.044 1.882 3.919 0.117
H 3.267 1.258 4.123 0.110
H 3.636 2.338 2.806 0.102
H 3.301 0.798 1.110 0.095
H 4.335 -0.006 2.298 0.115
H 2.762 -1.642 2.857 0.115
H 1.392 -0.570 2.573 0.104
H 3.148 -1.426 0.283 0.120
H 1.841 -2.480 0.804 0.054
H 1.495 0.462 0.153 0.085
H 0.180 -0.666 0.375 0.129
H 1.718 -1.934 -1.553 0.113
H -1.030 -0.875 -1.604 0.133
H -0.282 -2.292 -2.351 0.115
H -0.381 -1.213 -4.261 0.183
H -0.949 0.096 -3.581 0.172
H 1.679 -0.146 -4.605 0.143
H 0.732 1.233 -3.954 0.137
H 2.777 -0.567 -2.801 0.157
C 1.063 -5.632 -0.211 -1.023
Cl -0.329 -4.541 -0.095 0.516
Cl 2.539 -4.747 -0.623 0.545
H 1.202 -6.118 0.744 -0.024
H 0.867 -6.365 -0.983 0.030
C -2.116 -7.246 2.225 -1.038
Cl -0.601 -7.857 1.535 0.540
Cl -3.481 -7.520 1.139 0.523
H -2.295 -7.760 3.159 -0.055
H -2.013 -6.181 2.396 0.021
C -0.149 -8.539 5.321 -1.000
Cl -1.530 -7.436 5.447 0.550
Cl 1.340 -7.677 4.922 0.504
H -0.018 -9.036 6.275 0.028
H -0.353 -9.264 4.541 0.020
C -4.811 3.467 -6.048 -0.989
Cl -4.590 4.702 -4.803 0.566
Cl -3.865 2.000 -5.737 0.486
H -5.859 3.195 -6.081 0.028
H -4.499 3.877 -7.001 0.028
```

Calculated values
Frontier orbital gap = 9.30 eV
Total charge = +1

***

Maximum force (computed, eV/A): 2.380 7.066 0.442 2.091 1.628 2.515